Entry 1:
Formula: C12H36O6
Source: OMol25
Level of theory: wB97M-V/def2-TZVPD

Each line ends with the natural charge from an NBO analysis.
Geometry (Å):
C1 -2.8046 -4.6774 -1.6539  -0.64
C2 -4.0673 -5.4105 -2.0362  -0.06
O1 -4.2449 -6.5294 -1.2265  -0.71
H1 -2.7822 -3.8052 -1.0006  0.21
H2 -2.4009 -4.2149 -2.5546  0.21
H3 -2.0639 -5.4098 -1.3330  0.22
H4 -3.9347 -5.7448 -3.0652  0.15
H5 -4.8998 -4.7088 -1.9842  0.16
H6 -4.9831 -7.0033 -1.6165  0.47
C3 -0.5936 0.7333 1.0112  -0.64
C4 0.1329 1.3358 -0.1718  -0.07
O2 1.5289 1.3231 0.1124  -0.71
H7 -1.6494 0.6985 0.7424  0.21
H8 -0.7598 1.3165 1.9170  0.22
H9 -0.2261 -0.2414 1.3323  0.20
H10 -0.2876 2.3315 -0.3132  0.18
H11 0.0092 0.7531 -1.0846  0.16
H12 1.6592 0.3750 0.0378  0.46
C5 3.0349 -2.8432 3.6892  -0.62
C6 2.4000 -4.3053 3.5734  -0.05
O3 3.3416 -5.0515 2.9137  -0.73
H13 3.2773 -2.4648 2.6962  0.22
H14 3.9545 -2.8326 4.2743  0.21
H15 2.3119 -2.2585 4.2580  0.20
H16 1.4855 -4.3932 2.9868  0.15
H17 2.1893 -4.7538 4.5442  0.15
H18 3.1769 -5.9902 3.0287  0.47
C7 -5.3247 4.9601 1.8351  -0.63
C8 -5.1154 5.8359 3.0603  -0.07
O4 -3.8111 6.3016 2.8513  -0.72
H19 -4.9919 5.4715 0.9319  0.22
H20 -6.3454 4.5959 1.7177  0.20
H21 -4.6582 4.0983 1.8679  0.20
H22 -5.2076 5.4145 4.0613  0.17
H23 -5.7857 6.6890 2.9558  0.17
H24 -3.2036 5.7241 3.3192  0.46
C9 3.1168 -5.3716 -3.2820  -0.64
C10 3.4038 -3.9038 -2.9073  -0.06
O5 3.0608 -3.5402 -1.5909  -0.72
H25 3.5678 -5.9943 -2.5093  0.20
H26 3.4530 -5.4811 -4.3131  0.22
H27 2.0479 -5.5707 -3.3589  0.21
H28 2.9682 -3.1554 -3.5693  0.17
H29 4.4621 -3.7203 -3.0928  0.15
H30 3.3859 -4.2238 -1.0005  0.46
C11 2.5141 7.5840 -2.7111  -0.64
C12 2.2147 7.4333 -1.1600  -0.06
O6 3.2466 6.6331 -0.5708  -0.73
H31 3.5867 7.7047 -2.8624  0.21
H32 1.9754 8.4209 -3.1556  0.20
H33 2.3017 6.7147 -3.3334  0.20
H34 1.2313 6.9758 -1.0512  0.16
H35 2.1796 8.4403 -0.7443  0.17
H36 2.9228 5.7356 -0.4652  0.47

Forces on the atoms, in the same order (eV/Å):
C 1.2 0.3 -0.7
C 0.5 1.1 -0.3
O -0.4 -0.6 0.6
H -0.8 -0.5 0.7
H 0.1 -0.2 -0.3
H 0.1 0.1 0.2
H -0.2 0.1 -0.2
H -0.4 -0.1 -0.1
H -0.1 -0.3 0.3
C -1.7 -0.1 0.1
C 0.0 0.0 1.1
O -0.1 0.3 -0.4
H -0.3 -0.9 -0.4
H 1.2 0.6 0.0
H -0.1 -0.1 -0.3
H 0.6 0.2 -0.2
H -0.6 0.0 0.0
H 1.0 -0.1 0.2
C -1.3 -1.7 0.4
C 0.3 1.7 0.5
O 1.9 -1.4 -1.0
H -0.4 0.1 0.1
H 0.0 -0.5 0.0
H 0.0 0.5 -0.4
H -0.4 0.9 0.1
H 0.0 0.4 0.4
H 0.0 0.0 0.0
C -0.5 -1.1 0.3
C -0.1 0.1 -1.5
O 1.4 1.0 0.8
H -0.3 0.4 0.2
H -0.1 0.0 -0.1
H -0.1 -0.3 0.3
H -0.4 -0.4 -0.2
H 0.0 0.1 0.4
H 0.1 0.1 0.0
C -0.7 1.6 -0.1
C 0.5 -0.1 -0.6
O -0.3 0.0 0.1
H 0.2 -0.4 -0.5
H 0.6 -0.6 0.2
H -0.1 0.0 0.5
H -0.7 -0.3 0.0
H 0.5 -0.2 0.3
H 0.1 0.0 0.2
C 0.1 -0.1 0.7
C 0.5 -0.5 -2.3
O -0.4 0.5 0.2
H 0.0 0.4 0.2
H 0.0 0.1 0.1
H -0.4 -0.3 0.4
H 0.0 0.0 0.3
H 0.3 -0.2 0.4
H 0.0 0.0 0.0

The energy relative to the best compared isomer or geometry (same formula, charge and spin) comes out at 90.2 kcal per mole. As for the total energy: -930.0992 Ha. As for the net charge: 0.



Entry 2:
Formula: C12H36O6
Source: OMol25
Level of theory: wB97M-V/def2-TZVPD

Each line ends with the natural charge from an NBO analysis.
Geometry (Å):
C1 -1.1895 -5.8304 4.0150  -0.63
C2 -1.7979 -6.9385 3.1702  -0.05
O1 -2.6435 -7.7415 3.8581  -0.72
H1 -1.9269 -5.1981 4.5095  0.22
H2 -0.5046 -5.2983 3.3546  0.21
H3 -0.6109 -6.3020 4.8093  0.21
H4 -1.1454 -7.5506 2.5477  0.15
H5 -2.4943 -6.5441 2.4302  0.14
H6 -3.3855 -7.9088 3.2724  0.47
C3 -0.7874 0.2878 0.0252  -0.64
C4 0.7505 0.2368 0.1569  -0.05
O2 1.3541 1.2171 -0.6578  -0.73
H7 -1.2284 -0.4983 0.6380  0.21
H8 -1.0496 0.0308 -1.0011  0.21
H9 -1.1939 1.2966 0.0978  0.22
H10 1.1511 -0.7381 -0.1212  0.15
H11 1.1461 0.5038 1.1368  0.16
H12 2.2991 1.2091 -0.4889  0.47
C5 -4.7279 -2.9850 -7.9331  -0.63
C6 -4.3816 -2.8878 -6.4804  -0.07
O3 -5.6794 -2.7007 -5.7948  -0.73
H13 -5.4419 -3.7936 -8.0894  0.20
H14 -3.8762 -3.2588 -8.5559  0.20
H15 -5.1072 -2.0804 -8.4083  0.22
H16 -3.6924 -2.0526 -6.3555  0.18
H17 -3.8528 -3.7710 -6.1220  0.17
H18 -6.0601 -3.5622 -5.6091  0.46
C7 -4.2700 0.9758 6.2458  -0.63
C8 -3.4657 2.1523 6.5367  -0.07
O4 -3.7385 2.4963 7.8569  -0.72
H19 -4.2757 0.8220 5.1667  0.20
H20 -5.2958 1.0461 6.6074  0.21
H21 -3.7793 0.0749 6.6141  0.21
H22 -3.8002 2.9183 5.8371  0.14
H23 -2.3771 2.1588 6.4835  0.19
H24 -4.6451 2.8077 7.9092  0.46
C9 3.8797 6.2266 -5.0454  -0.63
C10 2.5339 5.7716 -5.5509  -0.06
O5 1.7109 5.7110 -4.3537  -0.74
H25 4.4542 5.4167 -4.5958  0.20
H26 3.8285 7.0959 -4.3899  0.22
H27 4.4942 6.4050 -5.9278  0.20
H28 2.5650 4.8580 -6.1446  0.17
H29 2.0453 6.5775 -6.0986  0.18
H30 2.0388 5.0908 -3.6983  0.46
C11 6.6766 1.6799 2.9567  -0.63
C12 7.6420 1.6319 1.6958  -0.06
O6 6.8216 1.3131 0.5182  -0.74
H31 6.0916 2.5970 2.8870  0.21
H32 7.2095 1.6653 3.9074  0.21
H33 5.8625 0.9656 2.8333  0.22
H34 8.3358 0.8049 1.8469  0.16
H35 8.1960 2.5697 1.7366  0.17
H36 7.3378 1.0263 -0.2387  0.47

Forces on the atoms, in the same order (eV/Å):
C 0.5 -1.1 -0.3
C -0.5 1.6 -2.1
O -1.7 -2.1 2.2
H -0.1 0.0 -0.4
H 0.0 0.4 0.3
H 0.2 0.1 0.1
H 1.0 0.2 0.4
H 0.6 1.2 -0.6
H -0.1 -0.3 0.5
C 1.1 -0.3 -0.9
C 0.0 0.5 0.4
O -0.1 0.6 -1.2
H -0.2 0.5 0.3
H 0.2 -0.3 -0.2
H 0.1 -0.1 0.8
H -0.3 -0.3 0.1
H -0.7 -0.6 0.7
H 0.0 0.0 0.0
C 0.4 -0.8 -1.3
C -1.4 0.1 -0.1
O 1.6 0.5 0.1
H -0.2 0.1 0.0
H 0.4 -0.1 0.1
H -0.2 0.1 0.5
H -0.5 0.3 0.7
H -0.2 -0.1 0.1
H 0.2 -0.1 -0.1
C 0.6 -2.5 -1.7
C -0.2 1.7 0.0
O 0.1 1.1 1.6
H -0.4 -0.1 -0.2
H 0.1 0.1 0.0
H -0.4 -0.1 0.5
H 0.1 0.6 0.0
H -0.1 -0.8 -0.4
H 0.0 0.0 0.1
C 1.1 -0.6 -1.5
C -0.4 1.0 2.3
O -0.8 -0.4 -0.7
H -0.3 -0.1 0.6
H -0.1 -0.1 -0.2
H 0.2 0.7 -0.1
H -0.1 -0.1 0.1
H 0.1 -0.2 -0.3
H 0.3 -0.2 -0.2
C -0.2 0.6 -2.0
C -1.5 -1.3 1.1
O 0.3 1.0 1.2
H 0.3 0.4 0.2
H -0.1 -0.3 -0.2
H 0.5 -0.7 0.4
H 0.2 0.1 0.0
H -0.1 0.1 -0.9
H 0.4 0.1 0.2

The energy relative to the best compared isomer or geometry (same formula, charge and spin) comes out at 98.3 kcal per mole. As for the total energy: -930.0864 Ha. As for the net charge: 0.



Entry 3:
Formula: C12H36O6
Source: OMol25
Level of theory: wB97M-V/def2-TZVPD

Each line ends with the natural charge from an NBO analysis.
Geometry (Å):
C1 -3.4133 0.7599 -2.3033  -0.63
C2 -4.6517 0.0989 -2.8492  -0.06
O1 -5.0196 0.7461 -4.0708  -0.73
H1 -2.5080 0.6188 -2.8932  0.21
H2 -3.2203 0.3507 -1.3083  0.21
H3 -3.5840 1.8333 -2.2069  0.21
H4 -5.4600 0.1908 -2.1144  0.16
H5 -4.4929 -0.9727 -3.0192  0.16
H6 -5.8057 0.3223 -4.4244  0.47
C3 0.1484 5.1729 0.5286  -0.63
C4 0.3204 4.7762 1.9641  -0.06
O2 1.6923 4.3806 2.1703  -0.72
H7 0.6306 6.1295 0.3315  0.21
H8 -0.9109 5.2653 0.2843  0.21
H9 0.5885 4.4261 -0.1331  0.22
H10 -0.3444 3.9555 2.2510  0.16
H11 0.1126 5.6280 2.6219  0.16
H12 1.7875 4.2339 3.1150  0.46
C5 -0.2753 -2.1636 -3.8258  -0.62
C6 -1.5850 -2.1828 -4.5850  -0.06
O3 -1.6735 -3.4263 -5.2797  -0.73
H13 -0.2544 -2.9923 -3.1170  0.21
H14 -0.2133 -1.2431 -3.2423  0.21
H15 0.5609 -2.2281 -4.5169  0.21
H16 -1.6031 -1.3340 -5.2780  0.16
H17 -2.4289 -2.0900 -3.8924  0.15
H18 -2.4437 -3.4084 -5.8537  0.47
C7 3.5746 -1.1545 4.1694  -0.63
C8 2.6768 -0.2053 4.9134  -0.06
O4 2.2619 0.8513 4.0229  -0.76
H19 3.9578 -1.9183 4.8456  0.22
H20 4.4156 -0.6184 3.7271  0.22
H21 3.0442 -1.6317 3.3439  0.22
H22 3.1841 0.2261 5.7791  0.17
H23 1.7794 -0.7126 5.2756  0.17
H24 2.3448 1.7027 4.4573  0.48
C9 0.4204 -3.4038 0.6314  -0.64
C10 1.8821 -3.4023 1.0807  -0.05
O5 2.6193 -2.3307 0.5619  -0.75
H25 -0.1174 -2.5438 1.0260  0.20
H26 -0.0798 -4.3222 0.9524  0.20
H27 0.3933 -3.4046 -0.4610  0.21
H28 2.3525 -4.3326 0.7569  0.17
H29 1.9274 -3.4190 2.1833  0.14
H30 2.1932 -1.5045 0.8460  0.50
C11 0.0210 0.2752 -0.3933  -0.63
C12 0.8126 0.9995 0.6566  -0.06
O6 1.4376 0.0246 1.4916  -0.78
H31 0.6550 -0.4279 -0.9359  0.22
H32 -0.4037 1.0012 -1.0893  0.21
H33 -0.7862 -0.3066 0.0550  0.21
H34 0.1543 1.6355 1.2576  0.16
H35 1.5662 1.6382 0.1850  0.17
H36 1.7595 0.4371 2.3079  0.51

Forces on the atoms, in the same order (eV/Å):
C 0.1 0.1 0.4
C -0.2 0.0 -0.3
O 0.1 -0.1 0.1
H -0.2 -0.1 -0.2
H 0.1 0.1 0.0
H 0.0 0.0 0.0
H 0.0 0.0 0.0
H 0.1 0.0 0.0
H 0.0 0.0 0.0
C -0.1 0.0 -0.3
C 0.5 0.0 0.5
O -0.4 0.0 0.0
H 0.0 0.0 0.0
H 0.0 0.0 0.0
H 0.0 0.0 0.0
H 0.0 0.0 -0.1
H -0.2 0.0 -0.1
H 0.2 0.0 0.0
C -0.5 0.0 0.2
C 0.1 -0.1 0.0
O 0.1 0.1 0.0
H 0.2 -0.1 -0.1
H 0.1 0.0 -0.1
H 0.1 0.0 0.1
H -0.2 -0.1 -0.1
H 0.0 0.1 0.0
H 0.0 0.0 0.0
C 0.1 0.0 -0.2
C -0.2 0.3 0.0
O 0.1 0.0 0.1
H 0.0 -0.1 0.0
H 0.0 0.0 0.1
H 0.0 -0.1 0.1
H 0.0 0.0 0.0
H 0.0 0.0 0.0
H 0.0 -0.1 0.0
C 0.3 -0.3 -0.1
C -0.5 -0.4 0.4
O 0.2 0.1 -0.2
H 0.0 0.1 -0.1
H 0.0 0.1 0.1
H -0.1 0.2 0.0
H 0.1 0.1 -0.1
H 0.0 0.1 -0.1
H 0.1 0.1 0.0
C -0.2 -0.1 -0.2
C 0.2 -0.1 0.3
O -0.2 0.1 -0.1
H 0.0 0.1 -0.1
H 0.0 -0.1 -0.1
H 0.0 0.1 0.0
H 0.0 0.0 0.0
H 0.0 0.0 0.1
H 0.0 0.0 0.0

The energy relative to the best compared isomer or geometry (same formula, charge and spin) comes out at 40.3 kcal per mole. As for the total energy: -930.1788 Ha. As for the net charge: 0.



Entry 4:
Formula: C12H37AsClF6N4O7
Source: OMol25
Level of theory: wB97M-V/def2-TZVPD

Each line ends with the natural charge from an NBO analysis.
Geometry (Å):
N1 -6.2508 -0.5817 -1.3956  -0.85
H1 -6.4073 -1.4739 -1.8423  0.46
H2 -5.2880 -0.2978 -1.5079  0.46
H3 -6.2346 -0.6283 -0.3869  0.45
H4 -6.9548 0.1060 -1.6227  0.48
As1 -12.4268 -6.7828 -2.8267  2.81
F1 -11.6703 -5.6110 -1.8525  -0.63
F2 -13.0826 -7.6512 -1.3821  -0.64
F3 -13.2580 -8.0638 -3.8690  -0.64
F4 -11.9202 -5.9230 -4.3104  -0.64
F5 -10.9673 -7.7251 -2.8710  -0.63
F6 -13.8690 -5.7250 -2.8028  -0.63
Cl1 -8.8127 5.0352 -3.3370  2.60
O1 -9.5728 3.8205 -3.6802  -0.90
O2 -9.3035 6.2768 -3.7360  -0.86
O3 -8.8463 5.0450 -1.9204  -0.94
O4 -7.4865 4.8421 -3.7299  -0.90
C1 -1.0140 2.9850 0.5447  -0.63
C2 -0.3494 1.5765 0.3684  -0.06
C3 -0.4369 0.7500 1.7940  -0.08
O5 0.0476 1.5567 2.9204  -0.56
C4 1.4638 1.5622 3.1895  -0.25
N2 -0.9999 0.7786 -0.7154  -0.85
H5 -0.8651 3.5741 -0.3602  0.21
H6 -0.7607 3.5652 1.4320  0.24
H7 -2.0779 2.7802 0.6647  0.21
H8 0.7245 1.6893 0.2196  0.16
H9 -0.0623 -0.2681 1.6883  0.17
H10 -1.4454 0.5801 2.1712  0.19
H11 1.6772 0.5832 3.6186  0.17
H12 1.7828 2.2591 3.9646  0.20
H13 2.0530 1.6558 2.2773  0.17
H14 -0.9577 1.5167 -1.4036  0.36
H15 -0.4447 -0.0179 -0.9938  0.36
C5 -5.3300 -5.7912 -7.5739  -0.66
C6 -4.9168 -4.5433 -6.8291  -0.07
C7 -4.9528 -3.3976 -7.9036  -0.06
O6 -3.9043 -3.6069 -8.8291  -0.56
C8 -4.1794 -3.0568 -10.1980  -0.25
N3 -5.8922 -4.4660 -5.7096  -0.83
H16 -4.6965 -6.1909 -8.3657  0.22
H17 -6.2511 -5.8025 -8.1568  0.21
H18 -5.4776 -6.7124 -7.0104  0.21
H19 -3.9126 -4.6599 -6.4217  0.20
H20 -4.8691 -2.3561 -7.5930  0.17
H21 -5.9232 -3.5306 -8.3819  0.16
H22 -4.4718 -2.0411 -9.9314  0.18
H23 -4.9877 -3.5425 -10.7446  0.18
H24 -3.2882 -3.0612 -10.8255  0.20
H25 -6.8170 -4.4976 -6.1144  0.36
H26 -5.7808 -5.3157 -5.1751  0.36
C9 -8.9037 -3.2698 5.2829  -0.63
C10 -9.0054 -1.6920 5.0866  -0.05
C11 -7.7303 -1.0143 5.7961  -0.05
O7 -7.8396 -1.1296 7.2330  -0.56
C12 -6.7698 -0.6244 8.0434  -0.25
N4 -9.1139 -1.3959 3.6412  -0.88
H27 -9.5348 -3.8185 4.5838  0.21
H28 -9.3453 -3.6012 6.2228  0.22
H29 -7.9465 -3.7911 5.2778  0.21
H30 -9.9828 -1.4398 5.4978  0.18
H31 -7.6008 0.0021 5.4242  0.16
H32 -6.8477 -1.5560 5.4562  0.16
H33 -6.7533 -0.7603 9.1247  0.20
H34 -6.5478 0.3797 7.6819  0.17
H35 -5.9177 -1.2656 7.8179  0.16
H36 -9.7021 -1.9626 3.0471  0.38
H37 -9.3837 -0.4346 3.4891  0.36

Forces on the atoms, in the same order (eV/Å):
N 0.6 0.1 1.1
H -0.3 -0.5 -0.1
H 0.4 0.6 -1.2
H -0.8 -0.8 0.8
H -0.2 0.6 -0.7
As -2.6 -1.1 -1.5
F 0.7 0.4 0.6
F 0.9 0.8 -1.3
F 0.9 1.7 1.2
F -0.2 -0.7 0.9
F -0.3 0.0 0.2
F 0.7 -1.1 -0.2
Cl -1.3 -3.6 3.0
O -0.2 1.4 -1.4
O -1.5 1.9 -2.4
O 0.2 0.2 2.7
O 3.0 -0.1 -1.9
C -0.4 -1.5 -0.5
C -0.2 -1.1 3.4
C -0.4 2.1 -0.2
O 0.7 -0.1 -0.7
C -0.7 -1.5 -0.3
N 0.0 1.7 1.2
H 0.0 0.2 0.1
H 0.6 -0.4 -0.1
H -0.2 0.1 -0.2
H 0.2 0.1 -0.3
H 0.9 0.1 0.2
H -0.4 0.2 -0.8
H 0.4 -0.3 0.0
H -0.6 0.5 -0.4
H 0.1 0.3 0.0
H -0.3 -0.7 -1.2
H 0.3 0.2 -0.1
C 0.4 -2.4 -1.7
C -0.8 -0.5 -0.7
C -0.2 -0.3 0.2
O 0.2 -0.7 -2.1
C -0.1 0.3 2.5
N 0.8 1.5 -0.1
H 0.9 0.6 0.0
H -0.6 1.1 0.3
H 0.2 0.3 1.0
H 0.0 0.2 0.0
H -0.2 0.0 0.8
H -0.2 0.2 -0.2
H -0.1 0.3 -0.8
H -0.1 -0.3 0.4
H 0.1 -0.1 0.5
H -0.3 0.0 0.1
H -0.1 -0.1 0.1
C -0.8 0.2 0.3
C 0.4 -2.2 0.0
C -0.9 -0.7 0.0
O -1.2 0.0 0.2
C 1.1 -0.8 -2.3
N 1.5 0.9 0.1
H 0.0 0.3 -0.5
H 0.0 0.5 0.4
H 0.4 0.7 -0.3
H 0.4 0.4 0.9
H -0.2 0.4 0.4
H 0.1 -0.2 -0.1
H -1.6 0.3 0.0
H 0.2 0.3 0.6
H 0.6 0.2 -0.4
H -0.1 -0.4 0.7
H 0.0 0.1 0.1

As for the total energy: -4519.9564 Ha. As for the net charge: -1.



Number 1: E_LUMO 0.411 eV, HOMO-LUMO gap 10.5 eV. Number 2: E_LUMO 0.527 eV, HOMO-LUMO gap 10.6 eV. Number 3: E_LUMO 0.247 eV, HOMO-LUMO gap 9.7 eV. Number 4: E_LUMO -0.620 eV, HOMO-LUMO gap 5.4 eV.